Record 1
ORCA calculation (ωB97M-V with the def2-TZVPD basis set) on a single C4H6NOP molecule.

Each line ends with the Löwdin charge.
Geometry (Å):
H1 -0.454826 -1.056436 2.357200  0.11
N1 -0.581065 1.517466 -1.425401  -0.06
C1 0.377502 0.731426 -1.261020  -0.42
C2 -1.568469 0.685395 0.469624  -0.18
C3 -0.612712 -0.165102 0.577040  -0.14
H2 2.149951 -0.130608 -0.499145  -0.16
H3 -2.406436 0.998926 1.179258  0.15
C4 -0.104843 -1.333768 1.301639  -0.10
H4 2.644313 0.868046 -2.204432  -0.05
H5 0.966562 -1.316240 1.061589  0.05
P1 1.741901 -0.283837 -1.759012  0.80
H6 -0.606156 -2.151447 0.747372  0.09
O1 -1.545722 1.636180 -0.544711  -0.10

Atoms 1-3, force components in eV/Å:
1.0302 -1.5612 -1.0209
2.8340 0.0354 -2.0438
-4.0489 -1.1244 3.3384

Summary:
Net charge ... 0
Energy relative to the best compared isomer or geometry (same formula, charge and spin) ... 5.351 eV
Strongest force on any atom ... 5.37 eV/Å
E_HOMO ... -0.314 Ha
Molecular weight ... 115.07 u
Electronic energy ... -17065.1749 eV
Kohn-Sham gap ... 9.26 eV

---

Record 2
ORCA calculation (ωB97M-V with the def2-TZVPD basis set) on a molecular structure, C44H54ClI2N9O3PRbS3Si.

Each line ends with the Löwdin charge.
Geometry (Å):
H1 2.220851 -1.550543 2.561138  0.03
H2 1.080108 -4.333718 4.606477  0.06
H3 1.646691 -4.913834 -1.271522  0.07
H4 -1.834620 2.382363 -5.590975  0.08
C1 -2.037112 -3.993685 -3.682533  -0.11
H5 -4.967333 4.983670 5.447575  0.09
H6 -3.233644 1.761090 -4.704009  0.07
H7 1.510649 -1.973237 4.127222  0.05
C2 -6.855423 2.476578 -2.542215  -0.10
H8 0.014369 3.039049 -3.143258  0.07
H9 -4.023589 4.134077 -4.237680  0.06
H10 0.987351 -5.472623 3.290121  0.04
C3 5.825117 -0.907985 -0.698363  -0.39
N1 2.678957 -4.482882 0.509296  -0.29
H11 -2.934466 5.312880 -3.498020  0.07
O1 1.068109 -2.375051 0.541951  -0.52
H12 3.352272 -5.395597 -1.255122  0.08
N2 1.645679 -3.549175 2.763782  -0.32
C4 -3.766737 4.549209 0.062214  -0.09
H13 4.012916 -3.958623 2.048259  0.07
C5 3.984409 -4.010446 0.961461  -0.09
H14 -4.597308 5.905089 1.506447  0.10
C6 -2.093245 3.303422 -3.643540  -0.60
C7 -1.575027 4.575544 3.647128  -0.25
C8 -2.593004 6.444689 0.965741  -0.12
C9 6.232388 -1.393706 -1.973753  -0.26
H15 4.753111 -4.713483 0.631091  0.08
I1 -2.349860 -4.914366 4.314727  -0.32
H16 4.229943 -3.021486 0.556778  0.07
O2 -1.733465 1.499860 -1.407555  -0.41
C10 -4.665072 0.796228 -2.464121  -0.11
H17 -0.506974 4.732788 -3.157913  0.06
C11 -3.164333 5.961774 4.814526  -0.11
C12 -0.215810 -2.559060 -3.070634  -0.15
H18 -1.606635 1.262378 -4.232383  0.08
H19 4.237072 5.008327 1.351162  0.10
N3 0.135016 -4.776066 0.867615  -0.28
H20 -0.559398 6.659207 0.298621  0.10
Si1 -2.649571 2.682159 -1.913946  0.42
C13 2.298488 3.006663 -0.546161  -0.16
C14 2.279846 4.274979 1.847524  -0.02
C15 -1.188740 -4.323088 0.465383  -0.13
C16 -0.711232 -3.624189 -3.807394  -0.65
H21 1.282798 -6.503052 1.157542  0.07
C17 -7.026379 1.119707 -2.778584  -0.11
H22 -2.817803 -1.655910 -1.358635  0.09
C18 -2.417323 3.475817 3.793989  -0.44
H23 4.243541 3.849626 -0.869025  0.11
N4 -0.350359 4.443567 2.969682  0.12
C19 1.581883 -4.656137 3.690716  -0.13
C20 0.000923 3.304707 2.251724  -0.37
C21 0.249888 -6.214352 0.972451  -0.13
H24 -4.296649 2.787916 4.531288  0.11
H25 -0.070980 -6.681805 0.032334  0.08
H26 -1.216544 -3.239453 0.411212  0.03
C22 3.396942 3.783311 -0.199892  -0.06
N5 1.234378 2.853784 0.231843  0.12
C23 -5.922081 0.279581 -2.746777  -0.09
H27 -3.806538 0.134688 -2.425654  0.09
N6 6.572592 -1.782097 -3.005248  0.12
H28 -8.012199 0.719689 -2.985953  0.09
P1 1.344708 -3.699026 1.156440  0.49
C24 -1.471838 6.073016 0.236058  -0.11
C25 3.387945 4.420447 1.025897  -0.07
C26 -1.946350 5.805246 4.162278  -0.05
H29 -2.429392 -4.825686 -4.252085  0.10
H30 -4.668024 3.948212 0.040037  0.09
C27 4.547726 -0.431246 -0.496005  -1.25
C28 -2.825309 -3.274556 -2.800522  -0.06
H31 -2.570828 7.321152 1.602417  0.09
H32 -1.277203 6.650231 4.041606  0.11
C29 -3.733572 5.659255 0.899247  -0.09
C30 -1.509481 4.946281 -0.575182  -0.10
H33 -6.041060 -0.781703 -2.934610  0.10
H34 -0.606029 4.651825 -1.094366  0.08
H35 -3.442059 6.931119 5.208467  0.09
H36 2.911228 -3.681328 -1.442378  0.07
H37 -1.939825 -4.641837 1.192762  0.02
N7 -0.980265 -1.871686 -2.232200  0.07
H38 -7.709310 3.144301 -2.569464  0.09
H39 -4.839131 -0.140503 0.085101  0.07
C31 2.169992 -2.319683 3.326878  -0.14
C32 6.777736 -0.916361 0.359858  -0.26
O3 -2.770852 -0.173163 0.357628  -0.34
H40 3.181195 -2.473723 3.726380  0.08
H41 -5.484233 4.051095 -2.116978  0.09
I2 -1.627308 -1.904873 3.316668  0.04
N8 7.554423 -0.927759 1.212738  0.12
C33 -4.013533 4.877460 4.947251  -0.11
C34 -5.589374 2.982273 -2.269668  -0.11
C35 -4.463061 2.157384 -2.212627  -0.20
C36 2.645301 -4.621763 -0.944381  -0.11
H42 -0.386773 -6.597351 1.778002  0.06
S1 -1.961787 1.879577 3.198825  0.96
Rb1 0.025259 -0.137744 0.152542  0.62
H43 -1.428863 -4.739858 -0.521529  0.08
Cl1 0.349952 -4.497531 -4.878503  0.64
S2 3.842507 0.184495 0.920063  0.64
N9 -0.565237 2.173442 2.285713  -0.22
C37 1.225808 3.483652 1.404636  -0.22
H44 2.282430 2.466997 -1.485977  0.08
H45 -3.865501 -3.530320 -2.648473  0.11
C38 -3.635381 3.641164 4.433392  -0.10
H46 -2.650946 4.762170 -5.155708  0.08
C39 -0.632276 3.763672 -3.644479  -0.10
H47 2.585003 -5.029877 3.943630  0.08
C40 -4.060441 0.214706 0.771637  -0.19
C41 -2.255120 -2.226473 -2.090792  -0.14
S3 3.256789 -0.322549 -1.598948  0.60
C42 -2.672517 4.179704 -0.725268  -0.17
H48 -0.278483 3.874141 -4.678467  0.08
H49 -4.240392 -0.215333 1.759335  0.06
H50 -4.145829 1.305733 0.848008  0.07
H51 2.245489 4.733226 2.827161  0.11
H52 0.827316 -2.271414 -3.148495  0.11
H53 0.020765 5.301131 2.594905  0.12
H54 -2.454890 0.488384 -0.327405  -0.04
C43 -2.977959 4.440318 -4.156989  -0.10
C44 -2.202030 2.104139 -4.593805  -0.10

Atoms 1-3, force components in eV/Å:
-0.0052 -0.0028 -0.0129
0.0157 0.0082 0.0056
-0.0044 0.0007 0.0121

Summary:
Net charge ... -2
Energy relative to the best compared isomer or geometry (same formula, charge and spin) ... 1.079 eV
Strongest force on any atom ... 1.05 eV/Å
E_HOMO (spin up / spin down) ... -0.121 / -0.099 Ha
Molecular weight ... 1286.97 u
Electronic energy ... -145117.8023 eV
Kohn-Sham gap (spin up / spin down) ... 6.50 / 5.57 eV

---

Record 3
ORCA calculation (ωB97M-V with the def2-TZVPD basis set) on 2 unconnected molecules or ions with the total composition C12H18NO5.

Each line ends with the Löwdin charge.
Geometry (Å):
H1 -5.557696 2.727754 2.013808  0.10
C1 1.896224 -0.588088 -0.829898  -0.05
H2 -0.064112 3.349888 -1.365243  0.10
H3 1.002126 -1.573476 1.206968  0.14
C2 -3.674800 -1.160937 -0.276160  -0.05
O1 4.331156 -4.451877 2.265969  0.04
H4 1.564497 1.399896 0.673197  0.11
O2 2.687955 -2.891421 3.284462  0.01
N1 3.048894 -0.432543 -1.823447  0.07
H5 -3.709277 -1.581251 0.734160  0.10
H6 5.556191 -2.807978 -0.134688  0.11
C3 3.321198 -2.362503 0.840842  0.02
H7 1.827867 2.850884 -1.614351  0.08
H8 5.189985 -1.051733 -2.411508  0.15
H9 -4.550722 -1.470049 -0.855674  0.10
H10 2.877274 0.234304 -2.626583  0.16
O3 -4.416279 2.208671 0.351978  -0.02
H11 -2.779942 -1.541400 -0.776366  0.08
C4 4.335151 -1.209897 -1.595346  0.05
C5 0.616637 1.579258 -0.030047  -0.23
C6 0.929191 2.977442 -0.845145  -0.14
C7 3.426345 -3.281460 2.208578  -0.23
H12 1.321214 3.763145 -0.043202  0.10
H13 0.442731 0.579406 -2.190126  0.12
C8 -5.452154 2.982354 0.954377  -0.05
O4 -3.580932 0.261290 -0.226310  -0.03
C9 -4.634858 0.869660 0.374001  -0.56
C10 1.947459 -1.526867 0.515887  0.10
H14 4.975481 -4.340979 1.491506  0.12
H15 -0.301282 1.672913 0.700548  0.13
H16 -5.172808 4.036924 0.880316  0.10
H17 -6.399075 2.838990 0.424094  0.10
C11 4.553564 -2.214417 -0.276582  0.06
H18 -0.427105 -0.426531 -0.788747  0.12
C12 0.479644 0.270696 -1.062066  -0.12
O5 -5.609745 0.309935 0.850798  0.12

Atoms 1-3, force components in eV/Å:
-0.0877 -0.0779 -0.2524
0.6949 -1.3617 1.0425
2.2916 -0.6439 0.9634

Summary:
Net charge ... +1
Energy relative to the best compared isomer or geometry (same formula, charge and spin) ... 0.000 eV
Strongest force on any atom ... 9.76 eV/Å
E_HOMO ... -0.476 Ha
Molecular weight ... 256.28 u
Electronic energy ... -24447.0014 eV
Kohn-Sham gap ... 7.18 eV

---

Record 4
ORCA calculation (ωB97M-V with the def2-TZVPD basis set) on 2 unconnected molecules or ions with the total composition C4H8OS.

Each line ends with the Löwdin charge.
Geometry (Å):
S1 -0.338472 -1.675236 -1.094972  0.83
H1 1.986231 0.318310 0.648333  0.07
H2 1.521451 1.183359 -1.278872  0.05
C1 -1.138630 0.943315 1.196215  -0.02
H3 1.590390 -1.431976 0.901638  0.10
H4 -2.698366 -0.413995 0.560098  0.06
C2 0.684195 -0.346533 -0.693687  -0.81
H5 -0.966982 -1.297616 -2.145006  -0.16
H6 -0.510543 1.708344 1.584006  0.02
C3 1.908998 -0.639317 0.163303  -0.10
H7 2.704206 -0.943058 -0.432747  0.05
C4 -2.336598 0.644571 0.880564  -0.17
H8 -3.225337 1.266955 1.241306  0.06
O1 0.819457 0.682878 -1.530179  0.01

Atoms 1-3, force components in eV/Å:
0.6490 -1.4022 1.3670
1.0179 0.1518 0.6788
3.2218 2.3956 1.1056

Summary:
Net charge ... 0
Energy relative to the best compared isomer or geometry (same formula, charge and spin) ... 5.571 eV
Strongest force on any atom ... 4.40 eV/Å
E_HOMO (spin up / spin down) ... -0.290 / -0.236 Ha
Molecular weight ... 104.17 u
Electronic energy ... -17154.8791 eV
Kohn-Sham gap (spin up / spin down) ... 8.57 / 6.96 eV